Formula: C29H45FLaP2
Source: the OMol25 dataset
Level of theory: the ωB97M-V functional and the def2-TZVPD basis

Properties
HOMO-LUMO gap (alpha / beta) in Ha: 0.13708 / 0.11360
Net charge: +1
HOMO level (alpha / beta) in eV: -8.09 / -7.74
Spin multiplicity: 1
Energy relative to the best compared isomer or geometry (same formula, charge and spin) in kcal/mol: 169.58
Lowest unoccupied orbital energy (alpha / beta) in eV: -4.4 / -4.6

Atoms and positions in Å:
La1 0.15 -0.55 -0.46
C1 -0.93 2.82 -1.95
C2 -1.80 1.74 -2.26
C3 -2.64 2.82 -0.41
C4 -1.45 3.47 -0.80
C5 -2.86 1.74 -1.31
C6 0.26 3.25 -2.71
H1 0.85 2.39 -3.06
H2 0.91 3.88 -2.09
H3 -0.02 3.84 -3.60
C7 -0.87 4.64 -0.10
H4 -0.09 5.11 -0.71
H5 -0.42 4.35 0.86
H6 -1.64 5.39 0.11
C8 -3.51 3.21 0.71
H7 -3.63 4.30 0.75
H8 -3.09 2.89 1.68
H9 -4.51 2.76 0.62
C9 -4.02 0.81 -1.31
H10 -4.75 1.09 -2.08
H11 -4.53 0.84 -0.34
H12 -3.71 -0.23 -1.50
C10 -1.70 0.85 -3.45
H13 -2.34 1.20 -4.28
H14 -2.02 -0.18 -3.22
H15 -0.67 0.80 -3.84
C11 3.06 -1.85 0.89
C12 3.61 -1.80 -0.55
C13 3.31 -2.92 -1.57
C14 1.91 -3.53 -1.48
C15 0.81 -2.59 -0.98
C16 0.14 -3.12 0.30
C17 1.06 -3.44 1.51
C18 2.57 -3.20 1.41
H16 4.05 -3.74 -1.48
H17 1.94 -4.45 -0.86
H18 3.48 -2.54 -2.60
H19 3.09 -4.00 0.87
H20 3.92 -1.63 1.55
H21 4.71 -1.69 -0.54
H22 2.95 -3.26 2.44
H23 0.69 -2.95 2.41
H24 -0.28 -4.11 0.00
H25 0.93 -4.52 1.72
H26 1.59 -3.89 -2.47
H27 0.06 -2.52 -1.81
P1 3.00 -0.11 -0.74
C19 4.24 1.12 -0.38
C20 2.20 -0.06 -2.37
P2 -1.60 -2.42 0.89
C21 2.14 -0.62 1.02
C22 -2.80 -3.32 -0.20
C23 -2.01 -3.11 2.51
H28 3.82 1.88 0.30
H29 4.52 1.61 -1.32
H30 5.15 0.72 0.09
H31 1.47 -0.85 -2.63
H32 3.02 -0.18 -3.10
H33 1.74 0.92 -2.55
H34 -1.17 -3.70 2.91
H35 -2.91 -3.73 2.46
H36 -2.21 -2.26 3.19
H37 2.51 0.14 1.73
H38 1.13 -0.97 1.42
H39 -3.82 -2.99 0.07
H40 -2.68 -4.40 -0.04
H41 -2.61 -3.05 -1.26
F1 -1.23 3.69 5.00
C24 -0.93 2.84 3.97
C25 -1.78 1.78 3.70
C26 -1.49 0.94 2.59
C27 -0.36 1.18 1.85
C28 0.48 2.24 2.11
C29 0.20 3.10 3.20
H42 -2.66 1.61 4.32
H43 -2.17 0.13 2.35
H44 1.35 2.45 1.48
H45 0.85 3.94 3.44

---

Formula: C29H45FLuP2
Source: the OMol25 dataset
Level of theory: the ωB97M-V functional and the def2-TZVPD basis

Properties
HOMO-LUMO gap in Ha: 0.24775
Net charge: +1
HOMO level in eV: -9.00
Spin multiplicity: 1
Energy relative to the best compared isomer or geometry (same formula, charge and spin) in kcal/mol: 0.00
Lowest unoccupied orbital energy in eV: -2.3

Atoms and positions in Å:
Lu1 -0.25 -1.30 1.04
C1 2.00 -0.36 1.84
C2 0.94 0.12 2.68
C3 1.09 -2.18 2.92
C4 2.10 -1.77 2.01
C5 0.37 -1.02 3.35
C6 3.11 0.46 1.27
H1 2.93 1.54 1.38
H2 3.28 0.22 0.21
H3 4.04 0.24 1.82
C7 3.18 -2.66 1.50
H4 4.03 -2.09 1.12
H5 2.81 -3.29 0.68
H6 3.55 -3.32 2.29
C8 0.91 -3.58 3.40
H7 1.87 -4.04 3.65
H8 0.44 -4.21 2.63
H9 0.28 -3.61 4.29
C9 -0.66 -0.99 4.42
H10 -0.29 -1.50 5.32
H11 -1.59 -1.51 4.11
H12 -0.92 0.03 4.70
C10 0.65 1.54 3.02
H13 0.49 1.63 4.10
H14 -0.25 1.91 2.51
H15 1.49 2.20 2.77
C11 2.17 1.64 -2.44
C12 2.41 2.89 -1.99
C13 1.42 3.72 -1.23
C14 -0.01 3.92 -1.83
C15 -1.16 3.06 -1.25
C16 -0.68 1.97 -0.32
C17 0.34 0.91 -0.84
C18 0.81 1.02 -2.31
H16 1.85 4.73 -1.15
H17 0.03 3.82 -2.92
H18 1.35 3.34 -0.19
H19 0.07 1.58 -2.89
H20 2.90 1.03 -2.98
H21 3.40 3.32 -2.15
H22 0.82 0.01 -2.76
H23 1.22 0.92 -0.19
H24 -0.42 2.40 0.66
H25 -0.06 -0.17 -0.79
H26 -0.28 4.97 -1.64
H27 -1.84 3.74 -0.70
P1 -2.33 2.14 -2.35
C19 -1.85 2.11 -4.10
C20 -3.76 3.28 -2.38
P2 -2.08 0.51 0.22
C21 -2.84 0.65 -1.49
C22 -3.25 1.48 1.19
C23 -2.65 -1.34 0.41
H28 -1.90 1.09 -4.51
H29 -0.86 2.53 -4.31
H30 -2.58 2.72 -4.65
H31 -4.37 3.06 -3.27
H32 -3.37 4.31 -2.46
H33 -4.36 3.18 -1.47
H34 -3.71 -1.29 0.11
H35 -2.57 -1.73 1.45
H36 -2.13 -2.02 -0.31
H37 -2.62 -0.25 -2.09
H38 -3.92 0.66 -1.30
H39 -3.42 0.97 2.16
H40 -4.21 1.57 0.66
H41 -2.85 2.48 1.38
F1 2.15 -6.36 -1.96
C24 1.52 -5.23 -1.52
C25 0.49 -5.37 -0.60
C26 -0.11 -4.21 -0.09
C27 0.36 -2.96 -0.51
C28 1.42 -2.84 -1.39
C29 1.98 -3.99 -1.96
H42 0.15 -6.36 -0.27
H43 -0.93 -4.30 0.64
H44 1.86 -1.86 -1.63
H45 2.78 -3.92 -2.70

---

Formula: C29H45Ge2N6OPtS
Source: the OMol25 dataset
Level of theory: the ωB97M-V functional and the def2-TZVPD basis

Properties
HOMO-LUMO gap in Ha: 0.24882
Net charge: +1
HOMO level in eV: -10.58
Spin multiplicity: 1
Energy relative to the best compared isomer or geometry (same formula, charge and spin) in kcal/mol: 31.04
Lowest unoccupied orbital energy in eV: -3.8

Atoms and positions in Å:
Pt1 0.06 -0.27 0.03
C1 3.12 2.98 -2.10
C2 2.33 2.28 -0.99
Ge1 0.72 1.40 -1.69
C3 -0.79 2.60 -1.96
C4 -0.52 3.58 -3.11
C5 1.00 0.29 -3.24
C6 1.10 -1.04 -3.20
Ge2 1.28 -1.86 -1.41
C7 0.34 -3.56 -1.11
C8 0.84 -4.82 -1.83
C9 3.18 -1.92 -0.90
C10 4.16 -2.58 -1.87
C11 1.12 -1.84 -4.45
C12 1.88 -3.01 -4.56
C13 1.92 -3.73 -5.74
C14 1.18 -3.31 -6.84
C15 0.40 -2.16 -6.74
C16 0.37 -1.44 -5.56
H1 4.03 3.43 -1.70
H2 2.54 3.77 -2.58
H3 3.42 2.27 -2.87
H4 2.02 3.00 -0.23
H5 2.95 1.51 -0.52
H6 -1.01 3.14 -1.03
H7 -1.64 1.96 -2.18
H8 0.30 4.26 -2.89
H9 -1.40 4.19 -3.30
H10 -0.29 3.06 -4.04
H11 1.00 0.80 -4.21
H12 -0.71 -3.38 -1.35
H13 0.39 -3.71 -0.03
H14 0.71 -4.74 -2.90
H15 0.29 -5.69 -1.48
H16 1.90 -5.00 -1.63
H17 3.25 -2.41 0.08
H18 3.48 -0.88 -0.73
H19 3.94 -3.63 -2.02
H20 5.18 -2.51 -1.49
H21 4.15 -2.09 -2.85
H22 2.46 -3.35 -3.72
H23 2.52 -4.62 -5.80
H24 1.20 -3.88 -7.76
H25 -0.20 -1.84 -7.58
H26 -0.26 -0.56 -5.49
C17 1.24 3.11 3.45
N1 1.52 1.93 2.64
C18 1.20 0.66 2.82
S1 1.70 -0.50 1.56
N2 0.59 0.16 3.87
C19 0.12 0.82 5.10
H27 1.79 3.94 3.01
H28 1.59 2.98 4.47
H29 0.18 3.36 3.45
H30 2.01 2.09 1.77
H31 0.43 -0.83 3.80
H32 0.96 1.09 5.74
H33 -0.50 0.10 5.63
H34 -0.49 1.69 4.88
O1 -1.66 -0.38 -1.23
C20 -2.75 -0.63 -0.64
C21 -3.07 -1.98 -0.12
C22 -3.58 -2.69 -1.42
C23 -4.64 -1.94 -2.25
C24 -4.18 -0.67 -3.00
C25 -4.17 0.60 -2.14
N3 -3.79 0.20 -0.76
H35 -3.87 -1.94 0.62
H36 -2.21 -2.50 0.30
H37 -3.98 -3.66 -1.12
H38 -2.71 -2.88 -2.05
H39 -5.52 -1.72 -1.63
H40 -4.99 -2.66 -3.00
H41 -4.84 -0.50 -3.86
H42 -3.18 -0.84 -3.41
H43 -5.16 1.05 -2.05
H44 -3.50 1.36 -2.52
H45 -4.59 -0.09 -0.23
N4 -1.22 1.05 1.19
C26 -2.05 1.73 1.63
C27 -3.02 2.54 2.18
C28 -2.67 3.22 3.37
N5 -2.30 3.70 4.36
C29 -4.30 2.54 1.57
N6 -5.30 2.47 1.01

---

Formula: C29H45N7RuS4
Source: the OMol25 dataset
Level of theory: the ωB97M-V functional and the def2-TZVPD basis

Properties
HOMO-LUMO gap (alpha / beta) in Ha: 0.27298 / 0.25331
Net charge: +1
HOMO level (alpha / beta) in eV: -10.04 / -10.11
Spin multiplicity: 2
Energy relative to the best compared isomer or geometry (same formula, charge and spin) in kcal/mol: 4.91
Lowest unoccupied orbital energy (alpha / beta) in eV: -2.6 / -3.2

Atoms and positions in Å:
Ru1 0.83 -0.23 -0.88
C1 0.60 -2.22 -1.68
C2 -0.70 -1.77 -1.20
C3 -1.06 -0.63 -2.05
C4 0.00 -0.47 -2.96
C5 1.03 -1.43 -2.76
C6 2.11 -1.78 -3.76
C7 3.39 -2.29 -3.09
C8 1.52 -2.91 -4.62
C9 2.46 -0.59 -4.66
C10 -2.30 0.29 -2.15
C11 -3.59 -0.52 -2.39
C12 -2.50 1.18 -0.92
C13 -2.15 1.23 -3.35
C14 -1.53 -2.68 -0.28
C15 -0.66 -3.73 0.43
C16 -2.48 -3.49 -1.18
C17 -2.29 -1.90 0.79
H1 1.13 -3.06 -1.28
H2 0.06 0.31 -3.71
H3 3.19 -2.96 -2.25
H4 4.01 -1.46 -2.75
H5 3.99 -2.85 -3.81
H6 1.34 -3.80 -4.03
H7 2.21 -3.16 -5.43
H8 0.57 -2.60 -5.07
H9 2.78 0.27 -4.08
H10 1.61 -0.29 -5.28
H11 3.27 -0.87 -5.34
H12 -3.92 -1.04 -1.50
H13 -3.47 -1.23 -3.20
H14 -4.38 0.18 -2.67
H15 -2.43 0.63 0.02
H16 -3.49 1.64 -0.98
H17 -1.76 1.98 -0.91
H18 -2.08 0.69 -4.29
H19 -1.27 1.88 -3.24
H20 -3.02 1.87 -3.40
H21 -0.16 -4.39 -0.29
H22 -1.32 -4.36 1.03
H23 0.07 -3.29 1.09
H24 -1.91 -4.06 -1.91
H25 -3.20 -2.88 -1.71
H26 -3.03 -4.20 -0.56
H27 -1.60 -1.29 1.39
H28 -2.79 -2.60 1.46
H29 -3.05 -1.25 0.37
N1 3.30 0.10 -0.74
N2 3.99 1.04 -1.51
C18 3.30 2.04 -2.11
N3 4.04 2.96 -2.73
S1 1.62 2.12 -2.09
H30 3.46 0.24 0.25
H31 3.59 -0.84 -0.99
H32 4.99 1.09 -1.44
H33 5.05 2.95 -2.72
H34 3.57 3.73 -3.19
S2 2.73 2.41 5.36
C19 2.07 1.31 4.33
S3 2.93 0.70 2.95
C20 1.57 -0.26 2.48
N4 0.57 -0.17 3.28
N5 0.84 0.71 4.31
C21 -0.24 0.92 5.23
C22 -1.54 0.87 4.73
C23 -2.61 1.03 5.59
C24 -2.39 1.24 6.95
C25 -1.09 1.26 7.43
C26 -0.01 1.09 6.58
S4 1.65 -1.35 1.12
H35 -1.70 0.68 3.67
H36 -3.62 0.98 5.20
H37 -3.23 1.36 7.62
H38 -0.91 1.40 8.49
H39 1.00 1.09 6.97
C27 0.41 3.83 2.74
N6 -0.53 3.03 1.96
C28 -1.96 3.23 2.19
C29 -0.11 2.11 1.15
N7 0.23 1.29 0.42
H40 0.33 3.60 3.80
H41 0.21 4.89 2.59
H42 1.43 3.61 2.42
H43 -2.20 3.06 3.24
H44 -2.53 2.54 1.58
H45 -2.24 4.25 1.92

---

Formula: C29H46BO20S4
Source: the OMol25 dataset
Level of theory: the ωB97M-V functional and the def2-TZVPD basis

Properties
HOMO-LUMO gap in Ha: 0.21491
Net charge: -1
HOMO level in eV: -4.18
Spin multiplicity: 1
Lowest unoccupied orbital energy in eV: 1.7

Atoms and positions in Å:
C1 2.91 3.47 -1.18
C2 2.74 2.06 -1.32
C3 2.03 0.54 -1.39
C4 0.57 0.50 -0.60
O1 -0.26 -0.41 -1.45
B1 -1.66 0.10 -1.54
C5 -2.85 -0.71 -0.70
C6 -3.19 -2.16 -1.40
C7 -2.10 -3.35 -1.03
C8 -2.15 -3.56 0.61
C9 -1.48 -4.95 1.14
C10 -0.11 -5.38 0.29
O2 0.87 -4.30 0.46
C11 2.16 -4.87 0.00
C12 2.58 -4.76 -1.61
O3 2.90 -5.50 0.92
O4 -1.46 1.54 -1.20
C13 -0.27 1.90 -0.42
C14 -0.42 2.46 1.12
C15 -1.76 1.95 1.91
C16 -3.32 2.10 1.37
C17 -4.66 1.60 2.16
C18 -4.50 0.90 3.64
C19 -2.97 0.76 4.25
C20 -1.61 1.26 3.43
C21 -0.16 1.05 4.20
H1 2.87 4.64 -0.95
H2 2.73 -0.23 -0.84
H3 1.79 0.24 -2.52
H4 0.65 -0.12 0.40
H5 -2.15 0.17 -2.61
H6 -2.53 -0.79 0.44
H7 -3.85 -0.09 -0.70
H8 -4.27 -2.57 -1.12
H9 -3.12 -2.00 -2.56
H10 -1.03 -3.07 -1.43
H11 -2.47 -4.33 -1.55
H12 -1.52 -2.67 1.08
H13 -3.27 -3.39 0.98
H14 -1.19 -4.77 2.28
H15 -2.25 -5.84 1.07
H16 0.26 -6.41 0.74
H17 -0.36 -5.58 -0.85
H18 2.09 -3.78 -2.05
H19 2.14 -5.72 -2.16
H20 3.75 -4.74 -1.63
H21 0.10 2.88 -0.99
H22 -0.39 3.63 1.17
H23 0.55 2.08 1.70
H24 -3.43 2.59 0.29
H25 -5.70 1.75 1.60
H26 -5.48 0.53 4.18
H27 -2.86 0.28 5.32
H28 0.47 2.05 4.06
H29 0.44 0.11 3.81
H30 -0.31 0.95 5.37
C22 0.32 6.38 -5.36
C23 1.29 5.24 -5.05
O5 2.44 5.87 -4.49
S1 1.97 7.20 -3.67
O6 1.87 6.85 -2.27
O7 2.73 8.33 -4.14
O8 0.46 7.30 -4.28
H31 0.60 6.89 -6.28
H32 -0.71 6.03 -5.43
H33 1.56 4.67 -5.94
H34 0.88 4.56 -4.29
C24 -10.02 -0.57 6.30
C25 -8.93 -0.11 7.26
O9 -7.77 0.07 6.45
S2 -8.23 0.55 4.96
O10 -8.11 1.99 4.90
O11 -7.63 -0.33 3.99
O12 -9.81 0.17 5.10
H35 -9.91 -1.64 6.06
H36 -11.02 -0.39 6.69
H37 -8.74 -0.84 8.05
H38 -9.18 0.85 7.71
C26 6.32 4.69 -5.88
C27 6.47 6.15 -6.30
O13 6.10 6.18 -7.68
S3 4.96 5.04 -7.95
O14 3.67 5.68 -7.91
O15 5.40 4.21 -9.04
O16 5.16 4.22 -6.55
H39 7.18 4.10 -6.21
H40 6.21 4.59 -4.80
H41 7.49 6.52 -6.17
H42 5.78 6.80 -5.76
C28 5.75 -6.59 2.03
C29 5.16 -7.37 3.20
O17 6.28 -7.75 4.00
S4 7.43 -6.60 3.88
O18 7.31 -5.72 5.02
O19 8.67 -7.24 3.50
O20 6.82 -5.83 2.58
H43 6.17 -7.27 1.28
H44 5.02 -5.94 1.56
H45 4.60 -8.25 2.88
H46 4.51 -6.73 3.81